[1]
DFT (the ωB97M-V functional and the def2-TZVPD basis) results for a single C5H9N molecule.

Summary:
- highest occupied orbital energy (Ha) = -0.2760
- charge = 0
- relative energy (zero: lowest compared OMol25 entry of this formula, charge and spin) (eV) = 1.846
- structure (SMILES) = C/C=C/C=C/N

Last column: Mulliken charge in e.
CARTESIAN COORDINATES (ANGSTROEM)
N 2.1318 -2.3398 -0.7550  -0.43
C 1.3140 -1.2152 -1.0123  0.04
C 0.1897 -0.9517 -0.3293  -0.55
C -0.4973 0.3404 -0.3393  -0.28
C -1.0401 0.7599 0.8084  -0.11
C -1.6189 2.1117 0.8654  -1.22
H 1.8540 -2.7871 0.1077  0.17
H 2.7042 -2.7974 -1.4300  0.18
H 1.8978 -0.5105 -1.6009  0.30
H 0.0016 -1.6932 0.4310  0.26
H -0.3650 0.9971 -1.1891  0.37
H -1.0194 0.3305 1.8078  0.32
H -0.8898 2.9311 0.9790  0.27
H -2.2717 2.4250 0.0465  0.32
H -2.3908 2.3993 1.6102  0.36



[2]
DFT (the ωB97M-V functional and the def2-TZVPD basis) results for a molecular structure, C2H12MgNO9.

Summary:
- multiplicity = 2
- highest occupied orbital energy (spin up / spin down) (Ha) = -0.2905 / -0.2902
- charge = 0
- expectation value of S² = 0.7577

Last column: Mulliken charge in e.
CARTESIAN COORDINATES (ANGSTROEM)
Mg -0.2209 0.1312 -0.4314  1.22
O 0.3718 -0.9105 1.1336  -0.75
C -0.3358 -2.1592 0.9076  -0.40
C -1.6130 -2.0470 -0.0267  -0.36
O -1.6173 -1.1327 -1.1123  -0.40
H -0.6358 -2.6040 1.8564  0.38
H 0.3601 -2.7986 0.3645  0.35
H -2.5337 -1.8293 0.5148  0.36
H -1.8390 -3.0709 -0.3244  0.40
N 2.8423 -0.4754 -1.9700  0.79
O 3.3186 -1.6131 -1.8410  -0.61
O 3.5628 0.4071 -2.3751  -0.63
O 1.6595 -0.3140 -1.6729  -0.61
O 1.0480 1.7689 0.2388  -0.38
H 1.9450 2.0680 0.0899  0.25
H 0.7636 2.2428 1.0203  0.17
O -1.6204 1.4433 0.4226  -0.42
H -2.5565 1.3400 0.2516  0.23
H -1.5774 2.0386 1.1710  0.23
O -0.0849 0.7792 3.2912  -0.61
H -0.0908 0.1795 2.5452  0.45
H -0.0422 1.6509 2.8981  0.20
O -0.3674 1.3766 -2.0243  -0.34
H -0.1453 1.2221 -2.9425  0.25
H -0.5915 2.3063 -1.9848  0.24



[3]
DFT (the ωB97M-V functional and the def2-TZVPD basis) results for a single C3H5NOS molecule.

Summary:
- highest occupied orbital energy (Ha) = -0.3115
- charge = 0
- relative energy (zero: lowest compared OMol25 entry of this formula, charge and spin) (eV) = 0.741
- structure (SMILES) = CC(=O)NC=S

Last column: Mulliken charge in e.
CARTESIAN COORDINATES (ANGSTROEM)
C -2.6309 0.2087 0.0233  -0.94
C -1.1799 -0.2171 -0.0149  0.61
C 1.0720 0.9227 -0.0639  -0.19
H -3.0416 -0.1174 0.9767  0.24
H -2.8196 1.2297 -0.3512  0.32
H -3.1378 -0.4597 -0.6847  0.30
H -0.7991 1.8037 0.0725  0.27
H 1.4458 1.9732 -0.0041  0.28
N -0.3276 0.8752 0.0385  -0.15
O -0.8071 -1.3653 -0.0234  -0.53
S 2.0959 -0.3199 0.0151  -0.22



[4]
DFT (the ωB97M-V functional and the def2-TZVPD basis) results for a single C19H27N5O3 molecule.

Summary:
- highest occupied orbital energy (Ha) = -0.2835
- charge = 0
- relative energy (zero: lowest compared OMol25 entry of this formula, charge and spin) (eV) = 3.459
- structure (SMILES) = CCCCCC/C=N/Nc1nnc(Cc2ccc(OC)c(OC)c2)c(=O)[nH]1

Last column: Mulliken charge in e.
CARTESIAN COORDINATES (ANGSTROEM)
C -6.4938 1.8710 1.5119  -1.16
H -7.4345 2.2957 1.1675  0.29
C -5.3370 2.3713 0.6550  -0.33
C -5.5463 2.1348 -0.8417  -0.84
C -5.6799 0.6673 -1.2519  -0.81
C -4.4330 -0.1580 -0.9444  -0.35
H -4.2849 -0.2273 0.1329  0.31
H -3.5559 0.3300 -1.3723  0.32
C -4.5416 -1.5703 -1.5119  -0.71
C -3.3495 -2.4125 -1.2245  -0.35
N -2.3768 -1.9591 -0.5548  -0.03
N -1.3027 -2.7274 -0.3014  -0.20
C -0.2644 -2.2359 0.4245  0.35
N 0.7609 -3.0030 0.6591  -0.86
N 1.7761 -2.5108 1.3692  -0.34
C 1.7681 -1.3034 1.8263  0.73
C 0.6539 -0.3690 1.6180  0.62
O 0.5624 0.7671 2.0265  -0.68
N -0.3633 -0.9554 0.8719  0.09
H -1.2007 -0.4280 0.6426  0.13
C 2.9761 -0.7898 2.5446  -1.26
C 3.8582 -0.1148 1.5212  -0.29
C 3.9786 1.2575 1.4603  -1.01
C 4.7758 1.8479 0.4873  -0.47
C 5.4499 1.0743 -0.4401  1.05
C 5.3165 -0.3322 -0.3913  0.88
C 4.5247 -0.9041 0.5859  -0.37
H 4.3935 -1.9732 0.6394  0.47
O 6.0016 -1.0234 -1.3462  -0.44
C 5.9005 -2.4252 -1.3473  -0.90
H 4.8666 -2.7567 -1.4906  0.37
H 6.2919 -2.8584 -0.4207  0.35
H 6.5074 -2.7620 -2.1865  0.23
O 6.2533 1.5548 -1.4331  -0.42
C 6.4262 2.9448 -1.5324  -0.94
H 7.0972 3.0978 -2.3764  0.23
H 6.8829 3.3615 -0.6280  0.37
H 5.4781 3.4580 -1.7275  0.36
H 4.8572 2.9228 0.4651  0.36
H 3.4493 1.8806 2.1640  0.36
H 2.6648 -0.0704 3.3016  0.50
H 3.5026 -1.6260 3.0044  0.37
H -1.2308 -3.6875 -0.6331  0.30
H -3.3559 -3.4351 -1.6187  0.37
H -4.6805 -1.5309 -2.5973  0.33
H -5.4245 -2.0726 -1.1024  0.33
H -5.8702 0.6324 -2.3281  0.41
H -6.5442 0.2228 -0.7556  0.34
H -6.4503 2.6631 -1.1549  0.39
H -4.7048 2.5741 -1.3830  0.32
H -5.2219 3.4462 0.8126  0.36
H -4.4099 1.8967 0.9797  0.21
H -6.5708 0.7873 1.4752  0.28
H -6.3463 2.1625 2.5493  0.37



[5]
DFT (the ωB97M-V functional and the def2-TZVPD basis) results for a molecular structure, C26H28AsF6N3O4Ti.

Summary:
- multiplicity = 2
- highest occupied orbital energy (spin up / spin down) (Ha) = -0.1920 / -0.1919
- charge = -1
- expectation value of S² = 0.7777

Last column: Mulliken charge in e.
CARTESIAN COORDINATES (ANGSTROEM)
Ti -0.7080 -1.1264 -1.1203  0.18
C 1.9036 4.0892 -0.8528  -1.72
C 1.3696 2.7759 -1.3676  0.45
N 1.1627 1.7803 -0.5310  1.01
N 1.5933 1.5042 0.6166  -0.95
C 1.8105 0.2128 0.9843  -0.17
O 1.6049 -0.7192 0.1904  -0.62
C 2.3496 0.0342 2.3313  1.01
C 2.5234 1.0989 3.2200  -0.15
C 3.1034 0.8839 4.4530  -0.78
C 3.5195 -0.3883 4.8250  -0.37
C 3.3305 -1.4525 3.9539  -0.72
C 2.7560 -1.2475 2.7188  -0.38
C 1.0854 2.4895 -2.7126  0.84
C 1.3220 3.3669 -3.8111  -1.22
C 1.1562 2.9022 -5.0861  -0.40
C 0.7084 1.5909 -5.3073  -0.90
C 0.4114 0.8150 -4.1896  -0.06
N 0.6070 1.2441 -2.9777  0.15
H 2.5244 3.8952 0.0191  0.41
H 2.5064 4.5917 -1.6039  0.44
H 1.0860 4.7480 -0.5517  0.27
H 2.2030 2.0855 2.9191  0.44
H 3.2516 1.7113 5.1336  0.40
H 3.9900 -0.5463 5.7852  0.40
H 3.6504 -2.4438 4.2386  0.43
H 2.6123 -2.0579 2.0186  0.47
H 1.6316 4.3852 -3.6240  0.32
H 1.3639 3.5488 -5.9295  0.41
H 0.6083 1.1957 -6.3048  0.45
H 0.0354 -0.1967 -4.2721  0.38
C -1.6977 0.0988 3.1918  -2.46
C -1.0513 -0.7152 2.0791  0.81
O -0.8871 -0.1785 0.9836  0.31
C -0.6325 -2.0638 2.3857  1.22
C -0.6567 -2.5792 3.6873  -0.66
C -0.2025 -3.8426 3.9717  -0.91
C 0.2844 -4.6560 2.9392  -0.60
C 0.3259 -4.1971 1.6557  -0.81
C -0.1255 -2.8842 1.3165  -0.17
O -0.0562 -2.5112 0.1116  0.28
H -1.9870 1.0694 2.7993  0.35
H -0.9846 0.2425 4.0007  0.46
H -2.5793 -0.4098 3.5765  0.44
H -1.0311 -1.9656 4.4933  0.37
H -0.2323 -4.2081 4.9889  0.39
H 0.6369 -5.6530 3.1689  0.41
H 0.6897 -4.8045 0.8364  0.49
C -3.4079 0.4507 -2.4330  -1.90
C -2.3799 1.2398 -1.6035  1.72
C -2.1301 2.6078 -2.2782  -1.63
C -2.9801 1.5095 -0.2014  -1.75
O -1.1918 0.5472 -1.4769  1.03
H -4.3425 1.0045 -2.5003  0.50
H -3.5857 -0.5125 -1.9621  0.28
H -3.0198 0.2651 -3.4305  0.33
H -3.0484 3.1895 -2.3068  0.51
H -1.7764 2.4522 -3.2929  0.29
H -1.3735 3.1514 -1.7199  0.28
H -3.8835 2.1099 -0.2870  0.57
H -2.2480 2.0301 0.4108  0.26
H -3.2121 0.5540 0.2621  0.28
F 0.6868 -1.5473 -2.1193  -0.44
As -1.0190 -3.7618 -2.2175  1.28
F -1.5641 -1.6987 -2.7943  -0.75
F -0.4815 -3.7369 -3.8622  -0.42
F -2.6913 -3.9649 -2.6553  -0.44
F -0.9368 -5.6875 -2.3954  -0.59
F -2.3001 -1.7142 -0.4879  -0.34



[6]
DFT (the ωB97M-V functional and the def2-TZVPD basis) results for a single C5H9NO molecule.

Summary:
- highest occupied orbital energy (Ha) = -0.3541
- charge = 0
- relative energy (zero: lowest compared OMol25 entry of this formula, charge and spin) (eV) = 0.910
- structure (SMILES) = CC1(C)COC=N1

Last column: Mulliken charge in e.
CARTESIAN COORDINATES (ANGSTROEM)
C -0.6395 0.4749 1.4902  -1.62
C -0.1390 -0.0554 0.1528  1.70
C -1.2954 -0.5857 -0.6995  -1.54
C 0.7263 0.9856 -0.5906  -0.64
O 1.8048 0.2086 -1.1433  -0.37
C 1.7778 -0.9446 -0.4329  -0.08
N 0.8078 -1.1764 0.3458  -0.64
H -1.1847 -0.3049 2.0303  0.37
H -1.3120 1.3273 1.3355  0.34
H 0.2002 0.8016 2.1124  0.39
H -2.0558 0.1857 -0.8649  0.34
H -0.9321 -0.9332 -1.6731  0.35
H -1.7660 -1.4354 -0.1948  0.38
H 0.2264 1.5167 -1.4029  0.29
H 1.1649 1.7108 0.1053  0.31
H 2.6248 -1.6040 -0.6047  0.40



The records above yield calculated total energy values of -250.5991 -1015.2891 -645.4845 -1239.6489 -5157.5019 -325.9041 hartree, respectively.
The records above yield max |F| values of 3.30 3.94 2.07 1.47 4.41 0.43 eV/A, respectively.
The records above yield molar mass values of 83.1 218.4 103.1 373.5 683.3 99.1 u, respectively.